{"formula": "C35H69N14", "method": "wB97M-V/def2-TZVPD", "charge": 1, "gap_ev": 6.76, "largest_force_ev_per_a": 10.155, "multiplicity": 1, "symbols": ["N", "C", "N", "N", "C", "C", "N", "N", "N", "H", "H", "H", "H", "H", "H", "H", "H", "H", "H", "H", "H", "H", "C", "C", "C", "C", "N", "H", "H", "H", "H", "H", "H", "H", "C", "C", "C", "C", "N", "H", "H", "H", "H", "H", "H", "H", "C", "C", "C", "C", "N", "H", "H", "H", "H", "H", "H", "H", "C", "C", "C", "C", "N", "H", "H", "H", "H", "H", "H", "H", "C", "C", "C", "C", "N", "H", "H", "H", "H", "H", "H", "H", "C", "C", "C", "C", "N", "H", "H", "H", "H", "H", "H", "H", "C", "C", "C", "C", "N", "H", "H", "H", "H", "H", "H", "H", "C", "C", "C", "C", "N", "H", "H", "H", "H", "H", "H", "H"], "coordinates": [[-0.776, -0.726, 2.254], [-0.815, 0.016, 0.919], [0.493, 0.741, 0.542], [-1.875, 0.038, 0.047], [-3.107, 0.909, 0.138], [-4.490, -0.026, 0.237], [-5.478, 0.320, -0.897], [-4.199, -1.515, 0.071], [-5.133, 0.147, 1.627], [-0.048, -1.485, 2.091], [-1.695, -1.242, 2.285], [0.456, 0.743, -0.519], [1.307, 0.098, 0.770], [-1.796, -0.587, -0.809], [-3.204, 1.459, -0.917], [-3.078, 1.708, 1.010], [-6.145, -0.469, -1.060], [-5.977, 1.214, -0.695], [-3.646, -1.899, 0.869], [-3.721, -1.659, -0.847], [-4.866, -0.685, 2.208], [-6.191, 0.158, 1.534], [0.755, -0.791, 5.535], [1.485, -1.963, 6.183], [2.762, -2.355, 5.437], [2.419, -2.773, 4.016], [2.134, -3.120, 2.838], [0.419, -1.034, 4.522], [-0.133, -0.528, 6.117], [1.402, 0.093, 5.481], [0.804, -2.821, 6.232], [1.741, -1.696, 7.214], [3.255, -3.189, 5.948], [3.463, -1.514, 5.406], [3.519, 5.468, 0.441], [3.450, 4.191, -0.391], [3.089, 2.959, 0.440], [4.143, 2.736, 1.513], [5.017, 2.552, 2.403], [4.302, 5.411, 1.204], [3.751, 6.326, -0.198], [2.563, 5.663, 0.940], [4.418, 4.037, -0.885], [2.703, 4.322, -1.181], [3.039, 2.074, -0.203], [2.112, 3.088, 0.916], [1.119, 5.468, -4.581], [1.050, 4.191, -5.413], [0.689, 2.959, -4.582], [1.743, 2.736, -3.509], [2.617, 2.552, -2.619], [1.902, 5.411, -3.817], [1.351, 6.326, -5.220], [0.163, 5.663, -4.081], [2.018, 4.037, -5.906], [0.303, 4.322, -6.203], [0.639, 2.074, -5.225], [-0.288, 3.088, -4.106], [0.622, 4.792, -10.066], [-0.861, 4.709, -10.415], [-1.693, 5.803, -9.742], [-1.582, 5.676, -8.232], [-1.490, 5.571, -6.979], [0.793, 4.649, -8.994], [1.180, 4.010, -10.590], [1.039, 5.763, -10.355], [-1.239, 3.722, -10.124], [-0.975, 4.790, -11.502], [-2.744, 5.708, -10.035], [-1.343, 6.795, -10.048], [-6.565, -4.551, 2.554], [-7.980, -4.619, 1.987], [-8.250, -3.544, 0.932], [-8.083, -2.165, 1.551], [-7.944, -1.022, 2.063], [-6.383, -3.604, 3.073], [-6.409, -5.354, 3.281], [-5.818, -4.659, 1.760], [-8.697, -4.522, 2.810], [-8.135, -5.607, 1.539], [-9.271, -3.644, 0.547], [-7.558, -3.648, 0.090], [-7.312, -8.930, 3.928], [-8.746, -9.422, 4.094], [-9.452, -9.657, 2.757], [-9.514, -8.357, 1.973], [-9.565, -7.278, 1.323], [-7.273, -7.961, 3.421], [-6.838, -8.804, 4.907], [-6.716, -9.646, 3.350], [-9.306, -8.689, 4.687], [-8.737, -10.358, 4.664], [-10.471, -10.022, 2.930], [-8.918, -10.409, 2.167], [6.128, 1.582, -2.727], [6.831, 1.275, -1.409], [8.338, 1.531, -1.465], [8.970, 0.644, -2.525], [9.495, -0.092, -3.405], [6.487, 0.937, -3.536], [5.051, 1.412, -2.632], [6.284, 2.626, -3.022], [6.641, 0.229, -1.140], [6.392, 1.895, -0.619], [8.793, 1.310, -0.494], [8.542, 2.580, -1.705], [7.384, 1.098, 4.018], [8.765, 1.210, 4.656], [9.606, -0.055, 4.482], [8.905, -1.233, 5.139], [8.323, -2.209, 5.685], [6.788, 0.304, 4.481], [6.830, 2.033, 4.142], [7.463, 0.888, 2.945], [8.645, 1.433, 5.724], [9.295, 2.058, 4.208], [10.590, 0.081, 4.944], [9.757, -0.273, 3.419]]}

{"formula": "C35H70Br4O15", "method": "wB97M-V/def2-TZVPD", "charge": 0, "gap_ev": 10.24, "largest_force_ev_per_a": 4.478, "multiplicity": 1, "smiles": "CCOC(C)=O.CCOC(C)=O.CCOC(C)=O.CCOC(C)=O.CCOC(C)=O.CCOC(C)=O.CCOC(C)=O.CC(C)=O.BrCCBr.BrCCBr", "de_lowest_kj_mol": 0.0, "symbols": ["C", "C", "O", "C", "H", "H", "H", "H", "H", "H", "O", "C", "O", "C", "C", "C", "H", "H", "H", "H", "H", "H", "H", "H", "O", "C", "O", "C", "C", "C", "H", "H", "H", "H", "H", "H", "H", "H", "O", "C", "O", "C", "C", "C", "H", "H", "H", "H", "H", "H", "H", "H", "O", "C", "O", "C", "C", "C", "H", "H", "H", "H", "H", "H", "H", "H", "O", "C", "O", "C", "C", "C", "H", "H", "H", "H", "H", "H", "H", "H", "O", "C", "O", "C", "C", "C", "H", "H", "H", "H", "H", "H", "H", "H", "O", "C", "O", "C", "C", "C", "H", "H", "H", "H", "H", "H", "H", "H", "Br", "C", "C", "Br", "H", "H", "H", "H", "Br", "C", "C", "Br", "H", "H", "H", "H"], "coordinates": [[-0.430, -0.584, -0.820], [-1.585, -0.248, 0.067], [-2.543, -0.960, 0.150], [-1.472, 1.010, 0.868], [-0.657, -1.433, -1.456], [0.511, -0.769, -0.298], [-0.240, 0.256, -1.490], [-0.447, 1.118, 1.244], [-2.130, 0.975, 1.725], [-1.682, 1.887, 0.253], [1.675, 4.421, -4.705], [0.664, 4.997, -4.905], [-0.519, 4.614, -4.443], [-0.560, 3.467, -3.631], [-0.020, 3.679, -2.245], [0.594, 6.183, -5.834], [-0.045, 2.643, -4.136], [-1.577, 3.115, -3.508], [0.987, 4.102, -2.237], [0.093, 2.720, -1.738], [-0.672, 4.394, -1.749], [0.653, 5.875, -6.867], [1.363, 6.888, -5.524], [-0.323, 6.754, -5.642], [1.338, -3.575, -5.827], [1.118, -3.442, -4.697], [1.907, -3.794, -3.696], [3.251, -4.208, -4.070], [4.043, -4.371, -2.808], [-0.212, -2.983, -4.152], [3.641, -3.356, -4.641], [3.228, -5.062, -4.743], [3.960, -3.459, -2.204], [5.081, -4.591, -3.029], [3.588, -5.119, -2.151], [-0.881, -2.940, -5.004], [-0.089, -1.966, -3.769], [-0.534, -3.618, -3.335], [0.444, -0.414, 4.835], [-0.623, -0.373, 5.365], [-0.969, 0.620, 6.176], [0.078, 1.471, 6.619], [0.281, 2.634, 5.671], [-1.752, -1.338, 5.180], [1.020, 0.933, 6.698], [-0.234, 1.847, 7.590], [1.237, 3.127, 5.857], [-0.529, 3.359, 5.676], [0.387, 2.225, 4.659], [-1.964, -1.473, 4.127], [-2.589, -1.002, 5.785], [-1.451, -2.298, 5.604], [-4.667, 0.156, -3.899], [-3.546, -0.193, -3.690], [-3.220, -1.317, -3.116], [-4.311, -2.182, -2.747], [-3.743, -3.497, -2.357], [-2.336, 0.582, -4.119], [-5.085, -2.225, -3.513], [-4.795, -1.698, -1.889], [-3.034, -3.405, -1.533], [-3.273, -4.052, -3.167], [-4.530, -4.121, -1.918], [-1.674, -0.121, -4.643], [-1.722, 0.979, -3.314], [-2.589, 1.363, -4.822], [-3.180, -5.871, 2.497], [-2.855, -4.726, 2.651], [-2.594, -4.196, 3.836], [-2.897, -4.997, 4.958], [-2.425, -4.315, 6.191], [-2.600, -3.804, 1.518], [-2.446, -5.992, 4.864], [-3.963, -5.242, 4.966], [-2.617, -4.903, 7.081], [-3.021, -3.400, 6.332], [-1.402, -3.956, 6.102], [-3.504, -3.356, 1.119], [-2.115, -4.318, 0.692], [-1.866, -3.048, 1.802], [-2.662, 6.318, 2.058], [-1.689, 6.261, 1.404], [-1.105, 7.314, 0.863], [-1.465, 8.580, 1.411], [-2.764, 9.088, 0.868], [-0.935, 5.018, 1.127], [-0.652, 9.256, 1.151], [-1.444, 8.534, 2.502], [-2.677, 9.226, -0.208], [-2.949, 10.088, 1.282], [-3.614, 8.480, 1.149], [-1.431, 4.448, 0.339], [-0.816, 4.356, 1.980], [0.100, 5.132, 0.796], [2.812, -2.521, 0.736], [2.282, -3.524, 1.082], [2.268, -3.971, 2.302], [2.973, -3.207, 3.301], [2.362, -3.483, 4.643], [1.541, -4.427, 0.148], [3.046, -2.145, 3.066], [4.005, -3.575, 3.301], [2.685, -4.455, 5.020], [1.279, -3.498, 4.658], [2.693, -2.694, 5.321], [0.490, -4.117, 0.145], [1.483, -5.452, 0.525], [1.918, -4.413, -0.862], [3.081, 1.367, 2.701], [3.494, 1.144, 0.804], [4.733, 0.287, 0.703], [5.324, -0.088, -1.121], [3.666, 2.122, 0.364], [2.626, 0.694, 0.336], [4.534, -0.673, 1.166], [5.574, 0.811, 1.136], [3.698, 2.050, -5.926], [4.432, 0.935, -4.516], [3.532, -0.163, -4.162], [1.878, 0.341, -3.292], [4.621, 1.599, -3.681], [5.396, 0.559, -4.846], [3.988, -0.857, -3.457], [3.292, -0.825, -4.992]]}

| no. | E_HOMO (eV) |
| --- | --- |
| 1 | -11.8934 |
| 2 | -9.8615 |